129
Properties=species:S:1:pos:R:3:mulliken_charge:R:1 method="wB97M-V/def2-TZVPD" relative_energy_kj_mol=68.6 orbital_gap_ev=6.58 charge=+2 spin_multiplicity=1 homo_ha=-0.4172 largest_force_ev_per_a=0.6
H 4.0028 -7.8411 -0.6795 0.45
P 0.6886 -2.2386 1.9666 -0.21
C 2.3344 -3.6283 3.8135 -1.09
N -1.2441 -1.2055 -3.5465 0.35
C -0.4062 -0.2398 5.9821 -0.65
C -2.8730 -0.1673 2.5141 0.31
N -2.1049 1.8792 -1.9545 0.99
C -3.1644 1.4818 -2.8798 -0.89
C -3.3818 3.8961 -1.3146 -1.08
H -2.8956 4.7902 -0.9279 0.39
H -3.1585 -4.1216 -1.4960 0.34
H -0.5519 4.2621 4.2726 0.57
C -0.8070 2.7896 2.7270 0.59
H -3.8684 2.8196 -4.4896 0.37
C 2.3663 -2.7843 2.5480 -1.54
N -0.4862 -2.9925 -1.0390 -0.35
H 2.2957 -8.5581 7.9417 0.38
H -2.3735 3.2679 5.6692 0.49
H -1.1239 -3.0815 4.2833 0.54
H -4.9698 2.7338 -3.1103 0.30
C 3.9956 -5.6663 2.5275 0.10
I 2.6617 2.3275 -1.6643 0.12
H 2.9502 -1.8741 2.6994 0.72
C 3.1365 6.0928 -3.7532 -0.67
H 2.8303 -3.3248 1.7181 0.63
Sn -0.6043 -0.6522 -0.3066 1.60
C 2.3482 -5.6224 6.2526 -0.06
H 1.9335 4.1589 1.7938 0.39
C 0.4178 0.3790 5.0500 -0.87
C 2.7505 5.0835 -2.8856 -0.35
C 0.1004 -1.4815 3.5310 1.76
H -1.7927 3.9988 -4.3110 0.31
C -0.2403 -3.7935 1.7845 0.72
O 0.0679 3.4276 0.5976 -0.46
H 1.5614 -4.3974 3.7663 0.54
O 1.6213 -0.7147 -1.2493 -0.12
O -2.5670 -1.2325 -1.7036 -0.83
H 1.8086 -4.6835 6.2099 0.39
H 4.0493 -1.9223 -2.8843 0.20
C -2.4813 -3.4976 -4.3616 -0.32
H -3.7344 4.7684 -3.1552 0.31
H 1.4841 -4.9467 1.1810 0.57
C -2.6909 2.5980 -0.8246 0.80
C -0.7147 -2.0989 4.4764 -0.34
N 2.6897 -4.3840 -4.0721 -0.53
C -2.0907 2.8214 4.7255 -0.85
H -1.3986 4.9096 -2.8446 0.38
H 2.4252 -8.3451 1.1602 0.52
C -3.7381 -3.5909 -2.2519 -1.01
H -0.5872 0.2250 6.9434 0.44
C 3.2882 3.8079 -3.0104 0.14
C -0.8586 -1.8105 -4.6660 0.89
H -3.0190 -4.3961 -4.6315 0.45
C 3.4412 -5.8467 5.4218 0.07
H 2.1302 -3.0001 4.6813 0.78
C 0.4071 -4.9277 1.2973 -0.64
H -2.1613 -2.9154 2.2146 -0.06
H 2.0440 5.2850 -2.0905 0.49
C 4.6095 4.5649 -4.8762 -0.43
H 5.0032 -7.2313 4.9088 0.41
H 5.5866 -4.5756 1.5883 0.42
N 3.4902 -1.2371 -2.4036 -0.30
C -1.8231 3.9818 -3.2232 -0.93
H -3.4005 1.9344 -0.3300 0.58
C 4.1370 -7.0493 5.5353 -0.27
H -4.3518 -2.8490 -1.7525 0.26
C 3.7267 -8.0209 6.4341 -0.64
H 3.9133 -0.3643 -2.1334 0.07
H -2.2627 -6.9579 0.8320 0.42
C -1.5137 -2.9782 -5.1472 -1.18
C -0.3190 -6.0581 0.9560 -0.79
H -3.6448 -0.6158 4.2200 0.32
C -2.3545 -4.9379 1.5565 -0.98
H 5.3432 4.3527 -5.6414 0.41
H -0.6503 2.1462 -3.4207 0.46
H 2.7167 7.0841 -3.6447 0.39
C 1.7094 -2.8246 -2.2877 0.27
H 4.2709 -8.9537 6.5048 0.40
H -3.4332 -4.9352 1.6539 0.52
C -1.0921 3.3818 3.9522 -0.73
H 4.3941 6.6240 -5.4086 0.38
C 3.1079 -7.5082 1.2449 -0.61
C 2.6197 -7.7982 7.2429 -0.46
O 1.2897 3.8221 2.4373 -0.52
O -3.6116 -0.9316 3.3082 -0.53
H -3.8383 0.8110 -2.3550 0.47
C 0.6505 -0.2313 3.8277 -1.04
H 0.8884 1.3263 5.2824 0.48
N -3.2664 3.9330 -2.8106 -0.03
H 5.5695 -5.9414 -0.4706 0.46
C -3.9225 2.7256 -3.4066 -0.96
N 0.1565 -1.2605 -5.3493 -0.35
H -3.5108 1.2323 4.8705 0.54
N -2.8301 -2.9214 -3.1857 0.21
C 4.8794 -5.3916 1.4864 -0.30
C 4.0715 5.8342 -4.7438 -0.54
C 3.9920 -7.2253 0.2106 -0.57
H 2.4144 -6.9628 3.1961 0.36
H -1.2432 -3.4423 -6.0833 0.44
H -0.3654 3.0141 -1.9132 -0.10
H 0.6988 -0.5458 -4.8921 0.18
C 4.8744 -6.1617 0.3296 -0.69
H -1.5996 -1.9663 6.4247 0.53
C 2.2634 -3.6970 -3.2493 -0.70
C -2.3238 1.1259 3.0616 0.65
C -1.7005 -6.0699 1.0901 -0.97
C -1.6315 -3.8022 1.8879 0.29
N -1.4108 1.6975 2.2808 0.63
H 1.0800 -6.4108 7.7915 0.39
C 0.2169 3.3708 1.7917 0.16
H -2.7154 0.9252 -3.6974 0.39
C 4.2149 3.5500 -4.0154 0.12
C -2.7178 1.6697 4.2773 -1.12
C 0.4977 -3.0395 -1.6587 0.26
H 0.5754 -1.7593 -6.1153 0.25
C -2.2120 -1.7523 -2.7854 0.07
O -2.6547 -0.5276 1.3829 -0.50
H -1.8988 2.8388 -0.1210 -0.85
Br 4.9716 1.8338 -4.2751 -0.19
H 0.2022 -6.9259 0.5721 0.52
H -4.3631 -4.2877 -2.8036 0.39
H -4.4395 3.9349 -1.0610 0.35
As 4.0766 -4.5324 4.1240 0.20
C -0.9759 -1.4714 5.6897 -1.15
C -1.1296 2.7270 -2.6337 -0.09
C 2.2675 -1.5483 -1.9504 0.66
C 3.1055 -6.7300 2.3935 -0.14
C 1.9367 -6.5952 7.1556 -0.65
H 1.2994 0.2493 3.1001 0.48